# 1
ORCA calculation (ωB97M-V/def2-TZVPD) on the molecule C21H26N4O4.

Structure (ORCA input):
```
! wB97M-V def2-TZVPD RIJCOSX def2/J DEFGRID3
* xyz 0 1
N 0.421 0.534 2.405
H 1.530 1.201 -3.041
H 1.155 -2.850 -6.947
C 2.968 -0.108 3.556
C -2.520 1.156 5.412
H -5.062 1.804 3.284
C 1.605 0.897 -0.952
C 1.223 0.570 -2.225
N -0.759 -2.507 -1.488
H 2.150 -1.481 2.147
N 0.052 -0.884 -3.747
C -3.009 1.593 2.726
H 4.899 0.388 2.994
C 0.418 -0.558 -2.499
H 1.328 0.261 -4.922
O 2.169 -0.170 4.468
C -3.812 1.391 4.973
C 0.035 -1.346 -1.378
H -0.961 2.913 -6.097
C 0.193 -1.096 -6.139
C -0.259 2.083 -6.096
H -3.174 1.772 1.674
H 3.493 -0.522 1.493
H -0.587 -1.672 -3.824
C -0.684 1.043 -5.067
C 0.431 -0.981 -0.085
C 1.209 0.126 0.146
H 4.513 0.614 4.664
C 1.594 0.510 1.556
C 0.304 -0.133 -4.955
O -1.175 -2.853 -2.595
N 4.228 0.336 3.739
H 0.729 2.473 -5.861
C -1.469 1.126 4.512
H -0.760 1.522 -4.088
H -4.628 1.408 5.681
H 2.044 1.515 1.531
C 1.260 -2.184 -6.095
C -1.710 1.337 3.157
H 0.292 -0.532 -7.066
H 1.172 -2.774 -5.187
H -0.798 -1.555 -6.130
H -0.466 0.961 4.878
H -2.328 0.995 6.463
H 0.512 0.094 3.311
C -4.056 1.613 3.628
H -1.671 0.652 -5.321
H 0.084 -1.594 0.733
O -0.699 1.994 1.103
C -0.628 1.341 2.130
C 2.611 -0.492 2.132
H 2.204 1.781 -0.789
O -1.006 -3.143 -0.478
H -0.233 1.662 -7.097
H 2.256 -1.745 -6.124
*
```

Results
LUMO energy   -0.22 eV
Energy above the lowest of the compared OMol25 structures with the same formula, charge and spin   349.8 kJ/mol
SMILES string   CCC(CC)Nc1ccc([C@H](CC(N)=O)NC(=O)c2ccccc2)cc1[N+](=O)[O-]
Frontier orbital gap   7.71 eV
HOMO energy   -7.930 eV

# 2
ORCA calculation (ωB97M-V/def2-TZVPD) on a structure of composition C21H26N6O8PSZn.

Structure (ORCA input):
```
! wB97M-V def2-TZVPD RIJCOSX def2/J DEFGRID3
* xyz -1 1
C 0.669 2.858 -0.565
N 0.417 2.731 4.102
C -0.041 -2.124 -0.626
H 0.452 -3.825 -2.582
N -1.598 2.696 -0.699
C -2.556 1.959 3.198
C 0.976 -1.103 -4.516
C 3.915 -3.441 0.717
O 3.091 -2.477 -1.330
H 1.021 3.167 4.791
C -0.391 0.306 -1.928
C -1.569 1.069 3.604
N 1.073 2.229 -1.598
O 2.763 -4.664 -1.054
H -2.161 -1.466 1.466
H -0.835 0.439 -0.939
N -0.603 3.236 -0.176
H 0.573 -3.527 -6.842
H 1.054 -1.103 -6.656
H 0.352 1.906 2.204
H 3.245 2.151 3.057
O 1.574 -0.099 1.381
S -0.440 1.549 4.864
O 4.419 -4.405 1.259
C -3.247 0.377 1.507
Zn 2.998 -0.919 -0.022
H -2.666 2.905 3.710
N 0.114 1.600 -2.374
C 0.531 -3.210 -3.468
C 1.082 2.416 2.831
H -0.133 -1.610 0.330
H -2.527 4.359 -0.139
O 3.878 -2.234 1.173
C 0.453 -3.807 -4.718
C -3.387 1.606 2.151
C -2.265 -0.501 1.946
H -3.540 3.014 -0.518
N -2.674 3.507 -0.677
H 1.452 3.303 0.032
H 1.226 -0.051 -4.452
C 3.207 -3.593 -0.675
C 0.895 -1.697 -5.766
O -1.136 2.210 5.934
H -4.152 2.298 1.819
P 0.910 -1.021 -1.732
C -4.109 0.020 0.328
H -5.045 0.581 0.336
C 0.625 -3.055 -5.870
H -0.616 -0.820 3.299
H 0.268 -4.872 -4.787
C 2.346 1.553 2.916
H -1.028 -2.354 -1.033
O 0.376 0.405 5.171
H 2.241 0.857 3.750
C 0.773 -1.844 -3.353
C 2.490 0.717 1.663
C -1.409 -0.159 2.981
H -3.581 0.252 -0.602
H -4.344 -1.043 0.317
H -1.173 0.022 -2.635
H 1.297 3.376 2.363
H 0.505 -3.055 -0.465
H 0.459 1.562 -3.322
O 3.504 0.845 0.920
*
```

Results
LUMO energy   2.04 eV
Energy above the lowest of the compared OMol25 structures with the same formula, charge and spin   104.5 kJ/mol
Frontier orbital gap   7.25 eV
HOMO energy   -5.217 eV

# 3
ORCA calculation (ωB97M-V/def2-TZVPD) on a structure of composition C21H26NO2PtS2Si.

Structure (ORCA input):
```
! wB97M-V def2-TZVPD RIJCOSX def2/J DEFGRID3
* xyz -1 3
C -3.020 -0.624 0.751
C -3.696 1.793 1.944
C 3.315 -0.486 1.717
S -0.086 0.914 2.165
C -3.650 -0.592 1.991
H -0.600 1.343 -3.944
C 5.610 -0.904 1.143
H 3.146 -0.314 -4.448
H -1.637 3.160 -0.135
C 3.725 -0.210 3.045
H 3.981 -1.032 -0.253
C -2.609 -1.929 0.130
H 0.682 2.010 -2.958
O -2.767 0.634 -2.245
C -2.729 0.581 0.116
H 1.015 1.600 -4.652
C 2.298 -1.003 -4.443
C 6.004 -0.640 2.454
C 1.264 -0.088 2.699
C -2.066 0.599 -1.243
C 1.776 -0.488 -1.525
H -4.256 1.399 4.586
H -3.943 2.740 2.414
H -3.186 3.146 -0.963
C -4.672 0.621 3.944
N 1.972 -0.388 1.525
H -5.744 0.813 3.849
C 4.283 -0.828 0.761
C 5.057 -0.289 3.408
H 5.357 -0.074 4.426
H -4.552 -0.335 4.454
H -3.078 -2.771 0.641
C -0.424 -1.712 -3.367
S 2.367 0.220 4.058
H -3.034 3.947 0.614
Pt 0.627 0.026 0.107
C -3.067 1.799 0.707
H -0.709 -2.084 -2.384
H 1.893 -1.040 -5.459
Si 0.962 -0.444 -3.210
H -1.317 -1.266 -3.809
C -2.717 3.089 0.021
H -0.113 -2.562 -3.981
H 2.676 -1.999 -4.200
C -3.994 0.605 2.602
H -1.524 -2.051 0.193
H 2.642 0.188 -1.531
H 6.356 -1.174 0.405
H -2.881 -1.965 -0.926
H 7.047 -0.710 2.732
H 2.179 -1.498 -1.367
H -3.863 -1.529 2.497
O -0.772 0.509 -1.304
C 0.473 1.293 -3.753
*
```

Results
LUMO energy (alpha / beta)   2.67 / 0.77 eV
Energy above the lowest of the compared OMol25 structures with the same formula, charge and spin   71.7 kJ/mol
Frontier orbital gap (alpha / beta)   5.58 / 6.01 eV
HOMO energy (alpha / beta)   -2.911 / -5.238 eV

# 4
ORCA calculation (ωB97M-V/def2-TZVPD) on a structure of composition C21H26NS2Zr.

Structure (ORCA input):
```
! wB97M-V def2-TZVPD RIJCOSX def2/J DEFGRID3
* xyz 3 1
C -3.766 -0.020 -1.488
H 2.141 -1.640 -3.034
C 0.923 -2.506 0.033
H -1.170 -2.968 0.079
H -2.030 0.399 -3.957
C 3.078 0.189 -3.658
C -1.599 0.836 -3.059
H -2.769 -1.206 1.356
H -0.531 2.421 1.645
C 1.497 2.517 -0.984
H 3.529 -3.176 -0.047
H -3.305 -0.535 3.660
C -2.095 -1.494 2.173
C 1.763 3.880 -1.040
C 2.274 -0.581 -2.864
Zr 0.252 -0.036 -0.207
H -3.980 1.045 -1.500
H 1.431 5.788 -0.113
H -4.107 -0.469 -0.559
H -2.620 -3.597 1.774
C 2.016 1.526 -1.908
C 2.010 -1.843 0.652
H 0.235 -0.266 3.118
C 1.633 0.171 -1.842
C 0.394 -0.827 2.205
C 1.711 -0.984 1.736
H -1.717 -3.343 3.277
H 4.109 -1.936 1.066
H -3.412 -2.884 3.171
H 2.527 -0.538 2.294
H -0.010 4.836 1.689
C 0.406 4.201 0.920
S -1.968 -0.274 -1.658
H 3.661 -0.142 -4.507
C 0.134 2.861 0.909
C -0.686 -1.519 1.612
H 1.127 -3.245 -0.732
C 1.226 4.725 -0.086
C -2.476 -2.921 2.617
C -0.387 -2.353 0.506
H -2.039 1.813 -2.872
H 3.721 -1.518 -0.604
H -2.059 0.530 3.024
N 0.660 2.014 -0.018
H -1.652 -0.767 4.178
C 3.419 -2.132 0.247
C -2.272 -0.501 3.320
H -0.523 0.913 -3.170
H -4.225 -0.524 -2.336
S 3.122 1.824 -3.189
H 2.399 4.258 -1.830
*
```

Results
LUMO energy   -11.62 eV
Energy above the lowest of the compared OMol25 structures with the same formula, charge and spin   47.3 kJ/mol
Frontier orbital gap   6.29 eV
HOMO energy   -17.909 eV

# 5
ORCA calculation (ωB97M-V/def2-TZVPD) on a cluster of 2 separate species, C21H27BrClN2O3 in total.

Structure (ORCA input):
```
! wB97M-V def2-TZVPD RIJCOSX def2/J DEFGRID3
* xyz 1 1
C -0.602 -1.184 1.754
H -4.770 2.912 -1.405
C 0.405 3.388 1.423
H 3.668 -2.607 1.756
C 1.926 -2.731 -0.285
C -2.002 1.233 2.137
H 0.208 -3.013 2.472
O -2.196 4.829 2.067
C -2.592 1.278 -0.342
C -1.949 0.656 0.876
H -3.147 2.478 3.426
C -1.265 -0.544 0.707
C 2.932 -1.363 -3.762
O -0.507 3.366 2.504
H 5.518 -2.816 -5.366
C 1.659 -2.121 1.095
H 1.682 -4.320 -4.196
C 4.185 -1.473 -4.344
O 1.019 2.389 1.234
C -1.815 3.735 2.307
C -2.719 2.517 2.424
H -2.178 0.747 -1.194
H 2.414 -3.702 2.342
Br -1.368 1.233 4.889
H 2.584 -2.114 3.075
C -4.976 2.387 -0.474
N 2.053 -2.361 -3.707
H 2.782 -2.270 -0.772
H 3.883 -4.704 -5.275
H -0.179 -0.972 3.859
H -4.433 0.544 0.511
C 0.544 4.679 0.703
C 4.549 -2.689 -4.901
H -0.302 -3.041 0.802
H 2.091 -3.804 -0.188
H -4.371 0.499 -1.229
H -1.215 -0.982 -0.284
Cl -2.006 2.948 -0.566
C 2.649 -2.657 2.131
H 1.782 -1.039 1.023
H 2.615 -0.425 -3.319
H -0.412 5.157 0.510
C 0.203 -2.430 1.550
H 1.135 5.364 1.310
H -3.546 2.661 1.734
H -4.813 3.092 0.340
N -1.348 0.587 3.142
C -4.136 1.122 -0.366
C -0.666 -0.566 2.985
H 4.856 -0.625 -4.362
H -6.030 2.117 -0.471
H 1.072 -2.586 -0.947
C 2.415 -3.523 -4.248
C 3.645 -3.738 -4.852
H 1.065 4.482 -0.230
*
```

Results
LUMO energy   -4.11 eV
Frontier orbital gap   7.43 eV
HOMO energy   -11.537 eV

# 6
ORCA calculation (ωB97M-V/def2-TZVPD) on a structure of composition C21H27BrCrN4OS.

Structure (ORCA input):
```
! wB97M-V def2-TZVPD RIJCOSX def2/J DEFGRID3
* xyz 0 5
C 4.604 -0.232 -0.631
H 5.735 -0.381 3.839
Br 2.444 -3.676 0.116
C -3.776 -2.366 -0.960
H 1.472 -1.207 -4.768
H 0.844 -1.754 -2.407
S 2.452 -1.285 2.766
C -4.792 -0.501 0.331
C -0.849 2.703 0.475
C -2.114 0.535 0.387
H -3.007 1.144 0.404
H 1.141 2.944 1.353
H -4.764 -2.893 1.555
H -4.761 -2.836 -0.990
H 3.690 -0.137 -5.184
C 2.144 -0.975 -3.954
C -2.270 -0.868 0.335
H 1.131 3.012 -0.403
C -0.897 1.179 0.418
H 0.492 4.371 0.531
Cr 2.183 -1.294 0.390
C 4.215 -0.125 -3.107
C 0.240 0.281 0.393
H -2.628 2.964 -0.782
C 0.569 3.282 0.490
C 3.377 -0.385 -4.178
C 0.125 -1.158 0.351
C -1.580 3.267 -0.752
H -1.236 -2.781 0.280
H -1.546 4.358 -0.728
H 5.585 0.230 -0.675
C -3.780 -2.419 1.550
C 1.783 -1.276 -2.652
H -1.104 2.932 -1.675
H -3.025 -3.204 1.559
C -1.119 -1.704 0.314
H -4.763 0.159 -0.538
H -1.528 4.256 1.820
H -2.614 2.865 1.766
H -3.665 -1.749 -1.854
C -1.565 3.167 1.752
C 3.787 -0.452 -1.830
H 4.328 -0.909 4.715
H -5.743 -1.035 0.310
N 2.579 -1.008 -1.622
C -3.648 -1.514 0.314
H -4.777 0.112 1.234
C 4.092 -0.736 2.699
N 4.753 -0.593 3.864
H -1.081 2.754 2.638
O 1.469 0.637 0.404
N 4.101 -0.606 0.488
N 4.808 -0.419 1.622
H 5.189 0.322 -3.247
H -3.675 -1.840 2.469
H -3.025 -3.155 -0.997
*
```

Results
LUMO energy (alpha / beta)   -0.43 / -1.90 eV
Energy above the lowest of the compared OMol25 structures with the same formula, charge and spin   72.2 kJ/mol
Frontier orbital gap (alpha / beta)   7.43 / 5.99 eV
HOMO energy (alpha / beta)   -7.865 / -7.894 eV

# 7
ORCA calculation (ωB97M-V/def2-TZVPD) on the molecule C21H27BrN2O3.

Structure (ORCA input):
```
! wB97M-V def2-TZVPD RIJCOSX def2/J DEFGRID3
* xyz 0 1
H -4.388 -1.930 -1.976
C -0.065 -0.986 4.928
H 3.022 -2.948 6.115
C 0.122 2.335 2.497
C -3.348 -1.785 -2.262
C -2.007 2.606 -2.166
H -0.909 1.965 2.503
C 0.395 -0.832 6.225
C 1.482 0.708 -0.470
H -3.294 -1.722 -3.346
C 0.115 -1.997 2.628
H -2.046 2.535 -3.254
H -3.516 0.731 -3.230
H 3.723 -1.497 0.360
C -2.791 -0.516 -1.623
H -2.778 -2.653 -1.940
H -0.857 -1.508 2.488
C -0.445 2.139 -0.279
H 0.549 2.222 3.492
H 1.368 -0.456 1.902
C 2.155 -2.397 5.783
H 1.866 -1.416 7.665
H -0.935 -0.436 4.597
H 0.129 3.392 2.217
C 1.507 -1.536 6.654
C 1.232 0.588 -1.825
C 0.137 1.221 -2.392
H 1.888 -0.002 -2.445
O 1.484 -3.262 0.482
C -3.587 0.700 -2.140
Br -0.134 0.970 -4.264
C 1.697 -2.098 0.752
H -4.642 0.554 -1.878
C 2.727 -1.266 -0.029
H -2.027 3.667 -1.895
H -1.744 -0.415 -1.923
C 0.632 1.509 0.318
C -0.732 1.991 -1.635
O 0.939 1.569 1.646
H -3.874 -0.661 0.245
C 1.693 -2.552 4.489
N 1.084 -1.412 1.726
H 2.194 -3.223 3.807
H -3.232 2.026 -0.634
H -2.346 0.225 0.369
H -0.114 -0.161 6.901
N -3.224 2.013 -1.648
O 2.562 0.127 0.148
H 2.690 -1.570 -1.080
C 0.576 -1.850 4.052
H -1.108 2.757 0.308
H -2.334 -1.528 0.224
C -2.842 -0.623 -0.101
H 0.027 -3.051 2.348
*
```

Results
LUMO energy   0.51 eV
Energy above the lowest of the compared OMol25 structures with the same formula, charge and spin   40.0 kJ/mol
SMILES string   COc1cc(CNCC(C)C)c(Br)cc1OCC(=O)NCc1ccccc1
Frontier orbital gap   8.99 eV
HOMO energy   -8.489 eV

# 8
ORCA calculation (ωB97M-V/def2-TZVPD) on the ion C21H27BrN3O3P2S with charge -1.

Structure (ORCA input):
```
! wB97M-V def2-TZVPD RIJCOSX def2/J DEFGRID3
* xyz -1 1
C 5.462 -0.563 -0.459
C 2.205 -1.979 0.799
H 1.594 -1.696 -2.486
C -0.462 0.397 1.796
C -2.225 -1.219 -0.007
H 6.052 1.462 -0.700
C 4.433 -1.388 -0.054
H 3.994 2.398 0.220
C 3.050 0.470 0.586
C -3.976 0.841 -2.666
H -0.657 2.820 3.145
C 4.081 1.312 0.180
H -2.783 -2.083 -0.418
H -4.409 0.637 -3.647
C -1.064 -2.636 -2.579
H 0.576 0.533 -0.693
O 0.292 -4.396 1.656
H 4.580 -2.465 -0.153
H 0.608 -4.143 2.532
P -0.365 -1.742 -0.095
H -4.498 2.928 -2.756
C -2.799 -0.007 -0.693
H 2.800 -0.071 -3.193
C 3.242 -0.887 0.456
S -1.196 -2.165 -4.122
H 2.111 0.865 0.963
C -2.904 1.300 -0.215
H -3.708 3.658 0.791
O 2.465 -2.550 1.848
C -3.494 2.343 -0.907
H -2.712 4.346 -0.567
C 5.247 0.815 -0.348
H 0.963 2.859 2.296
H 1.319 0.448 3.131
C 0.325 0.911 3.067
H -0.238 0.579 3.956
H -2.587 -1.252 1.037
N 2.074 0.300 -2.578
C -3.393 -0.183 -1.950
C 0.381 2.459 3.135
C -4.033 2.138 -2.168
H -0.403 1.230 1.083
H 0.851 2.726 4.093
C 0.182 -0.335 -1.234
C 1.377 -0.677 -2.148
H -0.138 -1.498 2.210
H -4.498 4.228 -0.686
N 0.082 -0.880 1.427
P -1.035 -3.479 1.271
H 6.388 -0.969 -0.859
H -0.556 0.027 -1.960
C -3.590 3.745 -0.298
H -2.538 1.535 0.783
Br -2.232 -5.010 0.071
H -3.439 -1.164 -2.426
H -1.510 0.417 2.165
O 1.324 -2.362 -0.120
N -0.616 -2.929 -1.511
*
```

Results
LUMO energy   2.76 eV
Energy above the lowest of the compared OMol25 structures with the same formula, charge and spin   0.0 kJ/mol
Frontier orbital gap   7.51 eV
HOMO energy   -4.748 eV

Largest force on an atom
In order: 1.40, 0.88, 0.73, 1.76, 0.46, 0.89, 0.49, 2.58
Unit: eV Å⁻¹
Total energy
In order: -1335.7925, -4265.2546, -2226.3307, -1713.0110, -4185.5999, -5127.4112, -3725.6631, -4861.3828
Unit: Ha